The following is a quantum chemistry calculation of a 4-piece molecular cluster, C19H29N4O2 overall, from the Open Molecules 2025 dataset.

Last column: Mulliken charge in e.
Positions of all 54 atoms, in Å:
O 6.5152 0.1168 0.9777  -0.45
N 5.4564 0.9065 0.2966  -0.79
C 4.4048 -0.0227 0.3001  0.00
O 3.2201 0.6324 -0.2364  -0.40
C 2.0826 0.1293 0.2666  0.01
C 1.7331 -1.2072 0.0775  -0.10
C 0.5762 -1.7168 0.6485  -0.65
C -0.2614 -0.8910 1.3889  -0.69
C 0.0756 0.4463 1.5594  -0.43
C 1.2453 0.9558 1.0134  -0.39
H 6.7979 -0.5439 0.3266  0.27
H 4.5812 -0.9370 -0.3374  0.13
H 4.1518 -0.3986 1.3244  0.01
H 2.3885 -1.8531 -0.4982  0.59
H 0.3314 -2.7663 0.5211  0.47
H -1.1656 -1.2939 1.8253  0.55
H -0.5737 1.1039 2.1279  0.42
H 1.5410 1.9877 1.1649  0.44
C -2.2203 -0.0384 -3.1099  -1.27
C -3.3134 0.7337 -2.3819  -0.05
C -3.1264 0.7304 -0.8604  0.19
C -3.1497 -0.6194 -0.3030  0.08
N -3.1346 -1.6810 0.1344  -0.54
H -2.2183 -1.0919 -2.8258  0.36
H -2.3693 0.0165 -4.1885  0.37
H -1.2346 0.3720 -2.8851  0.31
H -4.2904 0.3068 -2.6243  0.32
H -3.3219 1.7704 -2.7213  -0.04
H -3.9147 1.3083 -0.3740  0.07
H -2.1671 1.1809 -0.5927  0.23
C -4.1593 4.5497 0.0969  -1.07
C -4.8203 5.6146 -0.7697  -0.45
C -5.4020 5.0442 -2.0691  -0.42
C -4.3639 4.4285 -2.8939  0.25
N -3.5208 3.9383 -3.4993  -0.48
H -3.3127 4.0914 -0.4164  0.32
H -3.7855 4.9841 1.0233  0.37
H -4.8679 3.7608 0.3586  0.27
H -4.0956 6.3932 -1.0132  0.31
H -5.6295 6.0931 -0.2153  0.31
H -5.8824 5.8278 -2.6563  0.30
H -6.1551 4.2853 -1.8478  0.27
C 3.1229 -5.8585 2.0473  -1.10
C 3.9959 -4.8534 2.7891  -0.58
C 4.2859 -3.5941 1.9637  0.23
C 5.0032 -3.9373 0.7354  0.24
N 5.5661 -4.2065 -0.2285  -0.55
H 3.6169 -6.2164 1.1430  0.36
H 2.9097 -6.7248 2.6752  0.34
H 2.1706 -5.4097 1.7582  0.24
H 4.9395 -5.3247 3.0725  0.32
H 3.4997 -4.5493 3.7127  0.33
H 4.8890 -2.8821 2.5274  0.32
H 3.3559 -3.0901 1.6913  -0.14

Force components x, y, z for each atom (eV/Å):
O -0.043 -0.123 0.035
N -0.060 -0.012 -0.077
C 0.429 0.011 0.007
O 0.085 0.216 0.047
C 0.037 -0.003 0.097
C -0.095 -0.334 0.043
C 0.060 0.109 0.016
C -0.070 -0.068 0.141
C -0.026 0.006 -0.089
C -0.129 0.055 -0.106
H 0.028 0.109 -0.040
H -0.059 -0.034 0.066
H -0.111 -0.064 -0.031
H 0.008 0.125 0.005
H -0.053 0.062 -0.037
H 0.024 0.043 -0.009
H 0.004 -0.047 0.060
H 0.020 -0.070 -0.027
C -0.018 0.002 -0.006
C 0.043 -0.046 -0.080
C -0.015 0.056 -0.100
C 0.095 -0.117 0.105
N -0.234 -0.014 -0.086
H 0.014 0.008 0.035
H 0.013 0.014 -0.002
H 0.007 -0.006 0.009
H -0.013 0.012 0.032
H 0.014 -0.127 0.063
H 0.027 0.023 0.022
H 0.019 -0.027 0.028
C 0.009 0.025 -0.010
C 0.062 -0.057 0.097
C 0.014 0.097 0.058
C 0.046 -0.044 -0.005
N -0.045 0.134 -0.083
H -0.014 -0.011 -0.015
H -0.003 -0.008 0.008
H -0.003 -0.003 0.001
H -0.016 0.013 -0.026
H -0.032 0.011 -0.047
H -0.030 -0.015 -0.003
H -0.008 -0.007 -0.016
C 0.015 -0.021 0.039
C -0.090 -0.037 0.015
C 0.005 -0.188 0.061
C 0.037 0.282 -0.107
N -0.007 -0.173 0.029
H -0.005 0.032 -0.022
H -0.014 0.000 0.000
H 0.000 0.007 -0.010
H 0.015 0.027 0.014
H 0.025 0.047 0.003
H 0.003 0.069 -0.076
H 0.035 0.063 -0.027

Computed properties:
2S+1 ... 1
Total energy ... -1110.77368 hartree
Frontier orbital gap ... 3.51 eV
Highest occupied orbital energy ... -1.65 eV
Net charge ... -1
Molar mass ... 345.47 g/mol